No. 1
Computed, not measured: a gas-phase ion, ClH2NO2P (charge -1), with ωB97M-V with the def2-TZVPD basis set.

Each line ends with the Mulliken charge.
CARTESIAN COORDINATES (ANGSTROEM)
O: 1.624 -1.616 0.209  -0.52
P: 1.334 -0.421 -0.636  0.23
Cl: 2.235 1.097 0.488  -0.32
N: -0.585 0.170 -0.021  -0.38
O: -2.040 0.062 -0.269  -0.50
H: -0.526 -0.326 0.882  0.17
H: -2.042 1.034 -0.653  0.33

Results
SMILES: [O-]P(Cl)NO
Charge: -1
LUMO energy: 0.1519 Eh
HOMO level: -0.117 Eh

***

No. 2
Computed, not measured: 2 unconnected molecules or ions with the total composition CNO3S2, with ωB97M-V with the def2-TZVPD basis set.

Each line ends with the Mulliken charge.
CARTESIAN COORDINATES (ANGSTROEM)
C: 1.541 0.663 1.096  0.52
N: 2.115 0.358 2.052  -0.60
O: -0.844 -0.678 -2.265  -0.48
O: -2.021 0.641 -0.612  -0.45
O: 1.158 1.186 0.068  -0.67
S: -0.975 -1.819 0.497  -0.23
S: -0.974 -0.352 -0.835  0.92

Results
Charge: -1
LUMO energy (alpha / beta): 0.0384 / 0.0383 Eh
HOMO level (alpha / beta): -0.184 / -0.183 Eh

***

No. 3
Computed, not measured: 3 unconnected molecules or ions with the total composition C2H2Cl2O2, with ωB97M-V with the def2-TZVPD basis set.

Each line ends with the Mulliken charge.
CARTESIAN COORDINATES (ANGSTROEM)
C: -1.738 0.808 0.513  0.78
C: 0.951 -0.975 -0.134  -0.10
O: -1.876 1.927 0.703  -0.32
O: -1.622 -0.332 0.375  -0.43
Cl: 1.051 1.577 -1.225  -0.50
Cl: 2.024 -1.931 0.510  -0.01
H: 0.638 -0.930 -1.157  0.45
H: 0.572 -0.144 0.416  0.14

Results
LUMO energy (alpha / beta): -0.0833 / -0.1011 Eh
HOMO level (alpha / beta): -0.356 / -0.343 Eh

***

Relative energy (zero: lowest compared OMol25 entry of this formula, charge and spin) for every record listed, in sequence, given in kcal/mol: 114.9, 40.5, 69.0.
E_tot for every record listed, in sequence, given in a.u.: -1007.99366, -1114.96789, -1148.19630.